Run A
This record from the OMol25 dataset describes an isolated ion of composition C6H16N4OS and charge +2. The level of theory is ωB97M-V/def2-TZVPD.

Results
LUMO = -0.254 hartree
net charge = +2
Kohn-Sham gap = 9.099 eV
2S+1 = 1

Element x y z (Å)
C  -2.10206  -2.40495  1.07601
C  -1.36341  -1.48149  0.09797
N  -1.10231  -1.87775  -1.14608
N  -0.99425  -0.31714  0.55247
C  -0.47447  0.85055  -0.02024
C  -1.50769  1.70465  -0.68309
S  -3.15124  1.31118  -0.45788
C  1.00301  1.18308  -0.15128
N  1.35357  1.88798  1.23384
C  1.91050  -0.01037  -0.20164
N  3.32671  0.44695  -0.15131
O  1.55137  -0.76342  -1.29548
H  -2.76929  -3.05875  0.50306
H  -2.61827  -1.81695  1.80988
H  -1.38195  -3.02435  1.46694
H  -1.17252  -2.97030  -1.37492
H  -0.30206  -1.50949  -1.61276
H  -1.60579  -0.05459  1.41827
H  -1.37979  2.66196  -1.14621
H  -3.75912  2.22024  -1.17817
H  1.34774  1.80712  -1.05879
H  1.06491  2.89285  1.31914
H  0.78660  1.37603  1.95441
H  2.27672  1.58430  1.38347
H  1.73208  -0.66675  0.70181
H  3.83932  -0.36761  0.12690
H  3.67178  0.73779  -1.05875
H  1.81988  -0.34077  -2.10756



Run B
This record from the OMol25 dataset describes a 2-piece molecular cluster, C6H16N4OS overall. The level of theory is ωB97M-V/def2-TZVPD.

Results
LUMO = -0.256 hartree
net charge = +2
Kohn-Sham gap = 9.893 eV
2S+1 = 1

Element x y z (Å)
C  -2.88833  -0.06549  -1.00195
C  2.05824  0.30479  -0.17067
C  -2.59230  1.54879  0.74578
C  -4.04301  -0.46854  0.96490
C  4.19092  -0.79617  0.19839
C  2.24429  -2.11145  -0.26134
N  -3.17095  0.34041  0.13561
N  2.78245  -0.79443  -0.12073
N  -2.87460  -0.36024  -2.13530
N  2.46032  1.54771  0.13774
O  -0.09986  1.87404  -0.50713
S  0.32211  0.26750  -0.58443
H  -3.08905  1.69451  1.70099
H  -1.50073  1.54787  0.85931
H  -2.86968  2.47507  0.14488
H  -4.78575  -1.03642  0.23731
H  -3.43116  -1.13223  1.52534
H  -4.56229  0.23972  1.54424
H  4.54935  0.04548  -0.53911
H  4.70437  -0.64441  1.23732
H  4.61956  -1.67247  -0.23797
H  2.57542  -2.81685  0.55220
H  1.09877  -2.13962  -0.26252
H  2.69259  -2.54280  -1.25145
H  -2.57350  -1.23747  -2.59495
H  -0.81004  2.10823  -1.09581
H  3.29846  1.58774  0.70961
H  1.69442  2.23674  0.06974



Need the numbers? Relative energies in hartree: run A 0.0000; run B 0.0735.



Run A
This record from the OMol25 dataset describes a 2-piece molecular cluster, C2H7O2 overall. The level of theory is ωB97M-V/def2-TZVPD.

Results
LUMO (alpha / beta) = 0.032 / 0.031 hartree
net charge = 0
Kohn-Sham gap (alpha / beta) = 7.152 / 11.950 eV
2S+1 = 2

Element x y z (Å)
O  1.47974  0.11052  -1.85892
H  2.07162  0.54156  -2.49220
H  -0.21766  -0.78647  -0.63035
H  0.99028  -0.37406  -2.53822
C  -0.65693  -0.85434  0.36286
C  -0.78324  0.42651  1.09954
O  0.10961  1.41248  1.14245
H  -1.60488  -1.36700  0.21128
H  -0.00364  -1.54572  0.93829
H  -1.56025  0.46176  1.86737
H  0.17534  1.97477  1.89789



Run B
This record from the OMol25 dataset describes a 2-piece molecular cluster, C2H7O2 overall. The level of theory is ωB97M-V/def2-TZVPD.

Results
LUMO (alpha / beta) = 0.014 / 0.014 hartree
net charge = 0
Kohn-Sham gap (alpha / beta) = 6.597 / 10.248 eV
2S+1 = 2

Element x y z (Å)
O  -1.46077  -0.78970  1.21269
H  -1.74437  -1.57580  0.67093
H  1.72847  -0.65662  -0.87980
H  -1.09433  -1.26037  1.93215
C  1.27864  0.40789  -0.88924
C  -0.08362  0.36076  -0.48710
O  -0.63581  1.24338  0.26493
H  1.94827  1.07046  -0.16103
H  1.34660  1.05973  -1.77560
H  -0.70216  -0.44345  -0.93022
H  -0.58092  0.58372  1.04229



Need the numbers? Relative energies in hartree: run A 0.0000; run B 0.0501.



Run A
This record from the OMol25 dataset describes C16H21N3O2 as an isolated structure. The level of theory is ωB97M-V/def2-TZVPD.

Results
LUMO = -0.019 hartree
net charge = 0
Kohn-Sham gap = 7.896 eV
2S+1 = 1

Element x y z (Å)
C  0.75425  -2.64586  -2.38016
H  1.53632  -1.97538  -2.66153
H  0.68167  -2.79367  -1.48394
C  -0.58229  -1.87449  -2.89368
H  -0.64745  -1.57806  -3.90342
H  -1.40880  -2.54984  -2.57461
C  -0.78656  -0.65917  -1.95006
N  -0.96452  -0.64812  -0.75323
C  -1.96324  -1.33185  -0.18166
O  -2.96837  -1.94059  -0.80026
C  -1.68894  -1.53594  1.28906
H  -0.85532  -1.91634  1.60348
H  -2.91649  -2.10461  1.71254
C  -1.89556  -0.24478  2.02250
C  -0.69013  0.57669  2.27500
N  0.41026  0.11007  1.66638
C  1.42514  0.75619  1.86941
C  2.65105  0.47562  1.05248
C  3.88184  1.17752  1.02513
C  4.09911  1.99306  2.25346
C  2.93706  2.48556  3.04372
C  1.89339  1.68170  2.91710
C  0.67948  2.02951  3.63752
O  0.65800  2.72277  4.68240
N  -0.50822  1.58241  3.15470
H  -1.42468  1.50920  3.81371
H  2.87234  3.08068  3.93712
H  5.07283  2.58403  2.24686
H  4.74568  0.86120  0.66758
H  2.49903  -0.26514  0.19260
H  -2.37356  -0.30207  2.96249
H  -2.64759  0.59990  1.49843
H  -0.22455  -0.45740  -0.10959
C  -2.08141  0.23591  -2.63807
C  -1.75264  0.81366  -4.03337
H  -1.38546  -0.01008  -4.96745
H  -2.62916  1.53710  -4.50046
H  -0.74722  1.22083  -3.99674
H  -2.78160  -0.46820  -2.76292
H  -2.04033  0.99703  -1.97937
H  0.06191  -0.09073  -2.20612
H  1.10473  -3.63830  -2.74702



Run B
This record from the OMol25 dataset describes a single C16H21N3O2 molecule. The level of theory is ωB97M-V/def2-TZVPD.

Results
LUMO = 0.023 hartree
net charge = 0
Kohn-Sham gap = 9.268 eV
2S+1 = 1

Element x y z (Å)
C  6.60609  2.46809  -0.86047
C  6.75539  1.41528  0.23052
C  5.40019  0.96034  0.76356
O  4.73646  0.26288  -0.27379
C  3.49062  -0.21547  -0.05676
C  2.90522  -0.89472  -1.13043
C  1.63352  -1.41125  -1.02884
C  0.90729  -1.27005  0.15348
C  -0.46818  -1.80096  0.34417
O  -0.90956  -2.10618  1.43666
N  -1.20856  -1.91325  -0.79076
C  -2.58653  -2.33830  -0.76473
C  -3.56156  -1.16406  -0.88106
C  -3.44480  -0.21958  0.32078
N  -4.35250  0.88737  0.20230
C  -5.67890  0.89249  0.53046
C  -6.15130  2.12354  0.17834
N  -5.15095  2.86704  -0.36125
C  -4.09537  2.10227  -0.33619
C  1.50407  -0.61894  1.22764
C  2.77541  -0.08781  1.13181
H  6.00257  2.07569  -1.67445
H  6.12162  3.35966  -0.46790
H  7.58003  2.74886  -1.25275
H  7.27824  0.54477  -0.16801
H  7.33695  1.81532  1.06270
H  4.80674  1.83154  1.07288
H  5.53725  0.29935  1.63051
H  3.47992  -1.00528  -2.03662
H  1.22327  -1.95584  -1.86711
H  -0.85610  -1.52800  -1.65149
H  -2.75909  -3.04420  -1.58268
H  -2.73369  -2.85057  0.18924
H  -4.57976  -1.55253  -0.93939
H  -3.36163  -0.60485  -1.79913
H  -3.65839  -0.76816  1.24216
H  -2.42690  0.17362  0.38809
H  -6.15504  0.04729  0.98351
H  -7.14083  2.52147  0.27977
H  -3.12293  2.38803  -0.68636
H  0.94703  -0.53362  2.14858
H  3.20057  0.41609  1.98514



Need the numbers? Relative energies in hartree: run A 0.3753; run B 0.0000.



Run A
This record from the OMol25 dataset describes an isolated ion of composition C5H12N5 and charge +1. The level of theory is ωB97M-V/def2-TZVPD.

Results
LUMO = -0.156 hartree
net charge = +1
Kohn-Sham gap = 7.725 eV
2S+1 = 1

Element x y z (Å)
C  1.56025  2.84562  -2.82996
C  1.99888  2.02593  -1.87806
N  1.80113  0.58440  -1.92421
C  1.84247  -0.02312  -0.62282
N  0.39711  0.02821  -0.15679
C  -0.49527  -0.63154  0.25480
N  -1.64087  -0.87231  0.73657
N  -2.63805  -1.67669  0.21142
C  -1.80386  -0.65566  2.15216
N  -1.25305  -1.85031  2.83101
H  1.96512  3.85330  -2.87820
H  0.84347  2.37004  -3.47826
H  2.76665  2.26298  -1.09854
H  1.08635  0.24829  -2.59191
H  2.34990  0.63689  0.06621
H  2.41198  -0.96210  -0.52655
H  -2.64438  -2.50177  0.77052
H  -2.36090  -1.92741  -0.68411
H  -1.48692  0.28833  2.45948
H  -2.81501  -0.54258  2.49923
H  -1.71079  -1.82128  3.77463
H  -0.17424  -1.67921  2.91337



Run B
This record from the OMol25 dataset describes an isolated ion of composition C5H12N5 and charge +1. The level of theory is ωB97M-V/def2-TZVPD.

Results
LUMO = -0.200 hartree
net charge = +1
Kohn-Sham gap = 9.591 eV
2S+1 = 1

Element x y z (Å)
C  0.98867  0.03899  1.19085
C  0.67595  -0.06124  -1.32747
C  0.19227  -2.11676  -0.06372
C  -1.76446  2.02979  0.18120
C  0.06614  -0.64293  0.04829
N  -3.72158  -0.62770  0.13497
N  -3.18452  -1.60126  -0.05702
N  -3.43874  0.56285  0.16997
N  -1.34403  -0.37419  0.03766
N  -2.05397  0.62931  0.14095
H  1.73223  -0.67546  1.17688
H  1.42221  1.04388  0.88397
H  0.40771  -0.03852  2.06184
H  0.54697  -0.42141  -2.30266
H  0.53248  1.07802  -1.35544
H  1.74889  -0.15499  -1.17348
H  -0.55174  -2.28313  -0.87549
H  1.14457  -2.31250  -0.42302
H  -0.09495  -2.82021  0.77105
H  -0.75563  2.17693  0.45381
H  -1.76307  2.35263  -0.88334
H  -2.35192  2.64895  0.81338



Need the numbers? Relative energies in hartree: run A 0.0000; run B 0.0786.